Below is C24H43GaN2P3Se as an isolated structure, with properties calculated with ωB97M-V/def2-TZVPD.

Geometry as XYZ:
```
74
Properties=species:S:1:pos:R:3:forces:R:3:lowdin_charge:R:1
Ga -0.3438 0.6010 0.1996 2.395 1.405 0.049 0.312
P 0.9987 -0.9116 1.6915 0.627 -0.547 0.541 0.751
P -1.8125 1.9177 1.4809 -1.130 1.004 0.843 0.705
P 2.3494 2.4057 1.2624 1.035 0.206 -0.044 0.709
H 1.9091 -2.2990 -3.2919 0.321 0.140 0.266 0.047
C 2.8025 -2.0815 -2.6948 0.196 -0.319 0.604 -0.066
C 3.0551 -2.7458 -1.5546 -0.195 0.363 -0.533 -0.084
H 2.3453 -3.4801 -1.1528 0.372 0.137 -0.254 0.049
C 0.6020 -2.6961 1.6798 -0.502 -0.097 -0.187 -0.233
C 0.7905 -0.4262 3.4443 -0.245 0.149 -0.070 -0.214
C 2.8015 -1.0432 1.4641 0.191 0.407 -0.407 -0.212
C -2.6411 3.1406 0.4209 -0.006 -0.089 -0.461 -0.215
C -3.1759 1.1113 2.3738 -0.107 -0.296 0.113 -0.241
C -0.9528 2.9173 2.7439 0.393 -0.132 0.134 -0.209
C 3.7037 2.0100 0.0623 -0.126 -0.392 -0.068 -0.278
C 3.3268 2.4109 2.8291 -0.442 -0.102 0.230 -0.268
C 2.2921 4.2279 0.9808 -0.640 0.043 0.044 -0.280
H 3.4991 -1.3314 -3.0911 -0.261 -0.447 0.097 0.076
H 3.9956 -2.6115 -1.0068 -0.389 -0.027 -0.235 0.064
H 0.4849 -3.0469 0.6474 0.046 -0.015 0.215 0.040
H -0.3169 -2.9105 2.2388 0.240 -0.023 -0.125 0.051
H 1.4342 -3.2435 2.1428 -0.276 0.210 -0.065 0.077
H -0.2516 -0.1484 3.6532 0.230 -0.097 0.041 0.036
H 1.4409 0.4208 3.6998 -0.181 -0.212 -0.174 0.044
H 1.0566 -1.2874 4.0715 -0.023 0.176 -0.144 0.081
H 3.0270 -1.1889 0.4004 0.001 0.094 0.245 0.028
H 3.1416 -1.9314 2.0136 -0.187 0.237 -0.071 0.083
H 3.3372 -0.1673 1.8457 -0.255 -0.207 -0.202 0.020
H -2.7942 4.0765 0.9793 0.062 -0.347 -0.110 0.084
H -3.6151 2.7426 0.1064 0.233 0.121 0.041 0.073
H -2.0313 3.3397 -0.4723 -0.214 0.027 0.323 0.016
H -3.6944 1.8575 2.9950 0.147 -0.230 -0.185 0.085
H -2.8082 0.3044 3.0240 -0.070 0.285 -0.032 0.038
H -3.8932 0.6857 1.6584 0.160 0.168 0.153 0.061
H -1.6706 3.6404 3.1616 0.129 -0.269 -0.162 0.085
H -0.1015 3.4603 2.3077 -0.414 -0.208 0.070 0.019
H -0.5755 2.2764 3.5521 -0.099 0.181 -0.190 0.053
H 4.0117 2.9319 -0.4480 -0.014 -0.327 0.131 0.061
H 3.3479 1.2931 -0.6883 0.228 0.196 0.113 0.014
H 4.5623 1.5841 0.5983 -0.180 0.141 -0.202 0.056
H 4.0199 3.2614 2.8000 -0.083 -0.338 0.104 0.061
H 3.8931 1.4797 2.9545 -0.116 0.269 0.056 0.039
H 2.6440 2.5336 3.6813 0.313 0.045 -0.055 0.043
H 3.1940 4.6774 1.4193 -0.266 -0.114 -0.244 0.066
H 1.4085 4.6625 1.4633 0.258 0.155 -0.118 0.035
H 2.2489 4.4410 -0.0954 -0.002 0.006 0.367 0.031
C 0.1250 1.7342 -3.0436 -0.459 -0.110 -0.853 -0.581
C 0.5873 0.5050 -3.5338 -0.065 0.031 0.195 -0.149
C 0.2039 0.0687 -4.8069 -0.149 0.402 0.105 -0.063
C -0.6231 0.8724 -5.6065 0.062 0.063 0.317 -0.045
C -1.0373 2.1274 -5.1415 0.308 -0.173 0.126 -0.048
C -0.6607 2.5645 -3.8673 0.207 -0.252 0.556 -0.110
Se 0.5635 2.3156 -1.2412 -0.460 -1.106 -0.813 0.777
H -1.7642 -1.3001 1.3161 -0.910 -0.831 -0.005 0.071
H 1.2475 -0.1112 -2.9135 -0.264 0.236 -0.261 0.056
H 0.5620 -0.8918 -5.1780 -0.092 0.252 0.064 0.111
H -0.9444 0.5217 -6.5895 0.170 0.150 0.310 0.123
H -1.6449 2.7742 -5.7723 0.132 -0.171 0.155 0.123
H -0.9621 3.5414 -3.4809 -0.059 -0.291 -0.298 0.106
N -4.0899 -3.4246 1.0490 0.079 0.576 0.344 0.193
C -3.4399 -2.5131 1.7827 -0.282 -0.461 -0.919 -0.011
N -2.4642 -1.9986 1.0195 0.191 0.612 0.209 0.129
C -2.4741 -2.6128 -0.2452 0.826 0.127 0.270 -0.185
C -1.5117 -2.6027 -1.2520 -0.051 -0.210 -0.566 -0.013
C -1.6254 -3.5940 -2.2435 0.273 0.840 0.536 -0.018
C -2.6536 -4.5499 -2.1968 -0.830 0.041 0.506 -0.008
C -3.6293 -4.5179 -1.1860 0.207 -0.143 -0.700 0.050
C -3.5072 -3.5216 -0.2238 0.006 -0.744 0.429 -0.157
H -4.9007 -3.9551 1.3535 0.148 0.077 0.119 0.200
H -3.6623 -2.2489 2.8144 0.009 -0.068 -0.356 0.173
H -0.7136 -1.8477 -1.2379 -0.150 -0.459 -0.267 0.081
H -0.8921 -3.6324 -3.0532 -0.271 0.018 0.310 0.127
H -2.6901 -5.3251 -2.9633 -0.055 0.226 0.265 0.135
H -4.4440 -5.2381 -1.1099 0.326 0.041 -0.220 0.141
```
Forces are in eV/Å.

Summary:
charge: +3
total energy: -174129.343 eV
orbital gap: 0.1932 hartree



Below is C24H44AlBrCaClF2NNaO20PS3 as an isolated structure, with properties calculated with ωB97M-V/def2-TZVPD.

Geometry as XYZ:
```
100
Properties=species:S:1:pos:R:3:forces:R:3:lowdin_charge:R:1
O -2.1858 -0.7980 0.9791 0.779 -0.281 -0.258 0.147
C -1.6293 0.1551 0.5138 -0.811 0.694 0.421 -0.450
O -2.1203 1.3802 0.5751 0.063 -0.458 -0.574 0.123
C -1.4953 2.2307 -0.3953 -0.469 1.569 0.031 -0.231
C -2.4968 2.5990 -1.4924 0.229 -0.523 0.257 -0.124
C -2.6725 1.5831 -2.6031 0.047 0.058 -0.457 -0.261
C -3.7461 1.9324 -3.6560 0.238 -0.324 -0.070 -0.564
Cl -4.0069 3.6604 -3.8630 -0.056 0.129 -0.047 0.676
C -0.0985 1.6321 -0.7931 -1.654 -0.419 1.268 -0.128
C 0.8699 2.5987 -0.1448 0.079 -0.318 0.047 -0.091
O 2.2910 2.2936 -0.3259 -0.516 -0.753 0.763 -0.147
C 2.6353 2.3104 -1.6797 0.587 0.150 -0.253 -0.276
C 2.6054 1.1669 -2.4464 -0.077 -0.844 0.317 -0.146
C 2.9345 1.2156 -3.8158 0.593 -0.049 1.078 -0.291
C 3.2879 2.4173 -4.3999 0.088 -0.204 -0.301 -0.230
C 3.3073 3.5655 -3.5970 0.360 -0.189 -0.786 -0.016
C 3.0094 3.5144 -2.2707 -0.262 0.315 0.391 0.055
C -0.2811 0.1865 -0.2100 0.111 0.705 -0.434 -0.123
C 0.7642 -0.4091 0.7276 0.119 -1.983 -1.298 -0.120
C 1.7085 -1.4234 -0.0644 0.157 0.605 0.997 -0.105
C 3.2516 -1.3734 0.0886 -0.576 -0.245 -1.155 -0.184
O 3.8063 -0.0459 0.3411 1.191 -1.326 -1.362 -0.289
H -1.3487 3.1498 0.1674 0.075 0.091 0.039 0.115
H -3.4528 2.7398 -0.9946 -0.095 0.152 0.103 0.149
H -2.2128 3.5612 -1.9058 0.068 0.095 -0.120 0.117
H -2.9286 0.5948 -2.2059 0.040 -0.109 0.128 0.131
H -1.7099 1.5160 -3.1400 -0.060 0.553 0.396 0.055
H -3.4382 1.5556 -4.6299 -0.056 -0.038 -0.138 0.066
H -4.6830 1.4400 -3.4274 -0.215 0.174 0.202 0.088
H -0.0414 1.6237 -1.8730 0.422 0.031 -0.134 0.128
H 0.6829 2.6273 0.9347 0.016 0.149 0.133 0.134
H 0.6452 3.5907 -0.5289 0.277 0.212 -0.021 0.165
H 2.3032 0.2317 -1.9774 -0.263 0.041 0.001 0.049
H 2.9022 0.3083 -4.4176 -0.906 0.474 -0.956 -0.052
H 3.5541 2.4420 -5.4354 0.572 0.119 -0.069 0.004
H 3.5639 4.5045 -4.0601 0.054 0.449 -0.057 0.106
H 3.0308 4.4374 -1.7101 -0.010 0.039 0.229 0.135
H -0.4751 -0.4489 -1.0733 0.454 -0.563 0.131 0.153
H 1.2708 0.3524 1.2917 -2.065 0.020 -0.769 -0.019
H 0.2239 -1.0037 1.4635 -0.001 0.073 0.260 0.130
H 1.4147 -2.4133 0.2707 -0.028 -0.197 -0.130 0.113
H 1.4293 -1.3639 -1.1073 0.111 0.038 -0.186 0.091
H 3.6812 -1.6851 -0.8583 0.085 -0.259 -0.037 0.045
H 3.6133 -2.0983 0.8104 0.227 0.383 0.493 0.129
H 4.1394 0.3874 -0.4648 -0.146 -0.102 -0.136 0.120
C 2.1206 7.2544 -2.0488 -0.276 0.031 0.196 0.006
C 2.2230 6.4424 -3.3896 0.005 0.392 -0.060 -0.737
O 1.1816 5.8349 -3.6982 -0.049 -0.418 0.180 0.028
O 3.3291 6.5049 -3.9459 0.111 -0.208 0.143 0.005
H 1.1331 7.1575 -1.6067 -0.051 -0.020 -0.065 0.066
H 2.8707 6.8834 -1.3493 0.133 0.043 -0.085 0.063
H 2.3195 8.3022 -2.2595 0.115 -0.019 -0.065 0.083
C -0.3893 -5.0932 3.6582 0.757 -0.203 0.266 -0.122
O -0.7828 -4.4631 4.8541 -1.476 1.243 -2.116 -0.228
P -0.5545 -2.8373 5.0609 1.012 0.748 5.115 0.473
O 0.9068 -2.7930 5.3963 0.158 -0.273 -1.173 -0.301
O -1.5990 -2.7740 6.2478 0.357 0.036 0.252 -0.223
C -1.3953 -3.5211 7.4609 -0.225 -0.254 0.072 -0.062
O -0.8821 -1.3430 4.5808 -0.258 -1.540 -2.573 -0.216
C -2.1643 -0.9649 3.9604 -0.323 -0.066 0.312 -0.034
H -0.5534 -6.1630 3.7671 0.038 -0.002 0.045 0.101
H -0.9136 -4.7615 2.7619 -0.044 0.162 0.081 0.094
H 0.6923 -4.8737 3.5729 -0.012 -0.275 -0.586 0.043
H -0.3337 -3.6513 7.6656 0.024 0.052 -0.051 0.085
H -1.8854 -4.4902 7.3898 0.009 -0.013 -0.054 0.091
H -1.8505 -2.9510 8.2644 -0.007 0.068 -0.045 0.101
H -2.9679 -1.0857 4.6835 0.097 0.014 0.100 0.105
H -2.3466 -1.5820 3.0888 -0.005 -0.049 -0.014 0.063
H -2.0972 0.0783 3.6659 0.200 0.022 0.186 0.063
Na -1.1967 -0.0191 -4.1586 -0.162 -0.805 -1.066 0.664
N -3.3507 3.9789 3.6013 0.248 -0.196 0.248 -0.285
S -3.8577 3.9304 5.1362 -1.185 0.118 0.698 0.493
O -3.2544 4.9008 5.9759 0.325 0.092 -0.151 -0.255
O -4.0564 2.6136 5.6387 0.189 -0.246 -0.298 -0.275
F -5.3004 4.4788 4.8755 0.110 -0.067 -0.332 -0.152
S -1.8827 3.5668 3.4179 1.104 0.425 -0.134 0.465
O -1.3589 3.9184 2.1184 -0.330 -0.253 -0.294 -0.322
O -1.4695 2.2677 3.8961 0.007 -0.191 -0.155 -0.332
F -1.0767 4.5550 4.3548 0.169 -0.111 0.046 -0.177
O 3.3185 -5.5527 4.4856 -0.443 0.338 0.078 0.345
H 3.4939 -5.3495 3.5487 0.130 -0.150 -0.058 0.189
H 3.2531 -6.5206 4.6313 -0.065 0.003 0.119 0.211
H 2.4970 -5.0618 4.7689 0.070 -0.006 0.290 0.178
Ca 2.8656 0.8173 1.8732 0.643 3.130 2.539 1.749
O -2.8303 -3.9346 -6.9924 -0.316 -0.237 -0.145 -0.097
S -2.8285 -4.0895 -5.5301 0.869 0.582 0.758 0.264
O -2.1870 -5.3604 -5.1824 -0.072 -0.145 -0.241 -0.178
O -4.2430 -4.1830 -5.1395 -0.288 -0.018 -0.303 -0.108
O -2.1678 -2.9610 -4.8844 0.091 0.500 0.236 -0.359
C 0.3929 -5.2480 -1.4384 -0.007 0.065 -0.003 -0.087
C -0.2332 -4.8645 -2.7719 0.383 -0.203 0.056 -0.313
O 0.7642 -4.3803 -3.6773 0.080 0.393 0.335 -0.094
H 0.9036 -4.3850 -0.9939 -0.046 0.020 0.004 0.037
H -0.3646 -5.6074 -0.7399 0.009 -0.024 -0.003 0.076
H 1.1410 -6.0326 -1.5732 -0.059 -0.062 0.015 0.077
H -0.9633 -4.0685 -2.6406 -0.018 0.025 -0.174 0.103
H -0.7381 -5.7188 -3.2201 -0.142 0.030 0.046 0.107
H 1.4049 -5.0867 -3.8046 -0.080 -0.089 -0.190 0.083
Al 3.8502 -1.0206 -3.5723 0.608 -0.226 0.070 1.089
Br 1.5110 2.8655 -6.3805 -0.889 -0.296 0.013 -0.017
```
Forces are in eV/Å.

Summary:
charge: +2
total energy: -227257.717 eV
orbital gap: 0.0474 hartree